Formula: C4H10N2O
Source: OMol25
Level of theory: ωB97M-V/def2-TZVPD

Relative energy (zero: lowest compared OMol25 entry of this formula, charge and spin) ... 95.1 kJ/mol
<S²> ... 0.7585
E_LUMO (alpha / beta) ... -3.62 / -7.28 eV
Highest occupied orbital energy (alpha / beta) ... -13.5860 / -13.5869 eV

```
! RIJCOSX wB97M-V def2-TZVPD def2/J DEFGRID3
* xyz 1 2
O 0.84 -0.61 1.66
N -1.46 2.58 -1.35
N -0.34 0.89 -0.12
C -0.95 2.01 -0.23
C 0.62 -1.82 1.37
C 1.39 -2.82 1.98
C -0.04 0.14 -1.33
H 0.84 -0.48 -1.17
H -0.89 -0.47 -1.63
H 0.20 0.79 -2.18
H -0.19 -2.01 0.67
H -1.64 2.02 -2.17
H 1.30 -3.86 1.69
H 0.38 0.05 0.99
H -0.99 2.66 0.64
H 2.12 -2.59 2.75
H -1.18 3.53 -1.56
*
```

---

Formula: C6H8N
Source: OMol25
Level of theory: ωB97M-V/def2-TZVPD

Relative energy (zero: lowest compared OMol25 entry of this formula, charge and spin) ... 522.0 kJ/mol
E_LUMO ... -4.53 eV
Highest occupied orbital energy ... -14.6976 eV

```
! RIJCOSX wB97M-V def2-TZVPD def2/J DEFGRID3
* xyz 1 1
N 0.15 0.02 -1.41
C 1.73 -1.70 -0.68
C -1.54 2.31 0.72
C -0.53 0.65 -0.34
C -0.50 1.31 0.89
C -1.82 1.00 0.01
C 1.06 -0.74 -1.62
H 2.42 -2.50 -1.05
H -1.42 3.28 0.06
H -2.65 0.39 0.23
H 2.35 -1.16 -0.08
H -2.12 2.66 1.59
H 0.16 1.14 1.73
H 1.16 -2.32 0.01
H 1.55 -0.46 -2.49
*
```

---

Formula: C40H41N13O4PRhTe
Source: OMol25
Level of theory: ωB97M-V/def2-TZVPD

Relative energy (zero: lowest compared OMol25 entry of this formula, charge and spin) ... 741.7 kJ/mol
E_LUMO (alpha / beta) ... -5.77 / -5.78 eV
Highest occupied orbital energy (alpha / beta) ... -11.5655 / -11.5640 eV

```
! RIJCOSX wB97M-V def2-TZVPD def2/J DEFGRID3
* xyz 2 1
Te 3.13 -2.29 -2.22
Rh 0.28 0.29 -1.20
P -1.28 -2.36 -1.76
O -1.23 -1.78 -3.22
O 5.50 -2.74 0.26
O -0.41 -4.61 -2.53
O -2.22 -1.00 -0.86
N -2.32 -1.42 0.40
N 2.28 0.50 -0.29
N 6.91 -4.04 1.33
N 3.65 1.83 0.84
N 4.05 1.76 -0.42
N 7.62 -3.11 0.70
N 1.12 4.25 -0.17
N 0.97 -4.03 -0.79
N 0.92 -4.30 -2.14
N -1.04 1.30 0.50
N 0.14 -1.86 -0.99
N 0.55 2.50 -1.42
N -1.84 -1.73 2.51
C -1.77 -0.85 1.48
C 7.04 -1.09 -0.63
C 3.46 4.96 -2.94
C -2.78 -4.08 2.72
C -1.28 0.63 -3.44
C -3.46 -5.02 1.97
C -3.46 -3.63 -0.02
C 2.18 -5.10 1.09
C -0.60 2.68 0.77
C 4.47 -4.52 1.54
C -2.04 -5.69 -3.83
C -2.76 -2.69 0.72
C 3.23 0.95 -1.10
C 2.87 5.22 -1.72
C -2.45 -2.89 2.08
C 5.66 -3.83 1.08
C 1.52 3.21 -2.09
C -0.56 -0.66 -3.79
C 2.04 -5.53 2.41
C -0.56 -5.65 -3.49
C 0.93 -2.73 -0.39
C 3.40 -4.61 0.67
C 6.78 -2.33 0.07
C 5.31 2.28 -0.87
C 3.10 3.86 -3.73
C 2.13 2.97 -3.32
C 0.33 3.15 -0.30
C -3.80 -4.80 0.64
C 8.18 -0.89 -1.40
C 2.58 1.07 0.90
C 6.30 1.16 -1.07
C 7.44 1.36 -1.85
C 1.57 -3.41 -2.96
C 8.37 0.34 -2.01
C 1.02 -5.16 0.12
C 4.35 -5.00 2.84
C -1.41 0.58 1.71
C 3.14 -5.51 3.26
C 6.11 -0.07 -0.47
C 1.89 4.33 -1.31
H 7.60 2.32 -2.32
H 9.25 0.51 -2.60
H 8.90 -1.68 -1.51
H -3.75 -5.95 2.43
H 0.05 -5.43 -4.38
H 1.50 -2.46 0.49
H 1.13 4.91 0.59
H -2.36 -4.71 -4.17
H -0.87 1.47 -3.99
H 5.20 -4.95 3.51
H 2.02 0.90 1.79
H -1.14 0.80 -2.35
H 4.23 5.63 -3.30
H -1.57 -1.55 3.46
H 1.84 2.12 -3.92
H 0.50 -0.62 -3.46
H -2.54 -4.25 3.76
H -2.28 1.06 2.22
H -2.21 -6.42 -4.62
H -0.57 0.62 2.41
H 1.09 -5.90 2.76
H -0.06 2.70 1.73
H 5.16 2.84 -1.80
H -1.86 1.33 -0.12
H -0.22 -6.60 -3.05
H -4.37 -5.55 0.10
H 5.66 2.96 -0.09
H -2.34 0.54 -3.65
H 1.12 -6.06 -0.50
H 3.34 0.74 -2.15
H 5.25 -0.26 0.16
H 3.59 3.72 -4.68
H -2.62 -5.96 -2.96
H 3.02 -5.87 4.27
H 3.53 -4.30 -0.36
H 3.15 6.06 -1.12
H -1.46 3.36 0.85
H -0.57 -0.84 -4.87
H -3.74 -3.44 -1.04
H 0.07 -5.23 0.67
H 1.35 -3.49 -4.00
*
```